Entry 1:
{"formula": "C20H24F6N2O3P2S4V", "method": "ωB97M-V/def2-TZVPD", "species": ["V", "C", "C", "N", "N", "C", "S", "S", "C", "C", "C", "C", "C", "C", "C", "C", "C", "C", "C", "C", "C", "O", "H", "H", "H", "H", "H", "H", "H", "H", "H", "H", "H", "H", "H", "H", "C", "C", "O", "P", "S", "S", "O", "C", "C", "H", "H", "H", "H", "H", "H", "H", "H", "H", "H", "F", "P", "F", "F", "F", "F", "F"], "xyz": [[-0.686, 0.387, 0.676], [3.561, -0.676, -0.124], [2.061, -0.763, 0.010], [1.341, 0.308, 0.098], [2.029, 1.512, -0.054], [1.254, 2.507, -0.336], [-0.446, 2.521, -0.585], [2.006, 4.109, -0.501], [3.762, 3.749, -0.195], [4.575, 3.600, -1.450], [5.658, 4.433, -1.706], [6.413, 4.294, -2.866], [6.092, 3.311, -3.787], [5.007, 2.474, -3.543], [4.254, 2.619, -2.390], [1.432, -2.085, 0.027], [2.219, -3.219, 0.279], [1.734, -4.506, 0.180], [0.405, -4.688, -0.231], [-0.400, -3.606, -0.480], [0.049, -2.264, -0.305], [-0.794, -1.311, -0.462], [3.847, 0.257, -0.596], [3.954, -1.516, -0.693], [4.006, -0.689, 0.875], [3.755, 2.825, 0.386], [4.153, 4.557, 0.423], [5.912, 5.204, -0.986], [7.250, 4.958, -3.048], [6.676, 3.198, -4.693], [4.743, 1.706, -4.259], [3.399, 1.980, -2.204], [3.250, -3.078, 0.580], [2.370, -5.352, 0.406], [0.003, -5.690, -0.347], [-1.431, -3.723, -0.794], [-7.814, 0.662, 0.213], [-6.320, 0.854, 0.047], [-5.721, -0.433, -0.011], [-4.117, -0.525, -0.368], [-3.220, 0.292, 1.236], [-3.771, 0.135, -2.165], [-4.000, -2.131, -0.356], [-4.026, -2.883, 0.856], [-5.335, -3.644, 0.960], [-8.317, 1.631, 0.268], [-8.026, 0.106, 1.127], [-8.218, 0.105, -0.634], [-5.896, 1.414, 0.885], [-6.094, 1.396, -0.876], [-3.883, -2.222, 1.712], [-3.176, -3.567, 0.821], [-6.171, -2.946, 1.007], [-5.337, -4.267, 1.858], [-5.471, -4.287, 0.088], [-0.246, 1.539, 2.613], [0.226, 0.425, 3.749], [0.700, 1.609, 4.726], [-1.248, 0.468, 4.375], [0.665, -0.707, 4.803], [1.681, 0.382, 3.070], [-0.277, -0.748, 2.689]], "atomic_forces_ev_per_a": [[-0.5, -0.2, -0.2], [0.0, 0.0, -0.1], [0.0, 0.2, 0.1], [0.3, -0.1, 0.1], [0.0, 0.1, 0.0], [-0.1, -0.1, 0.1], [0.0, 0.0, -0.1], [0.1, 0.0, 0.0], [-0.1, 0.0, 0.0], [0.0, 0.0, 0.0], [0.0, 0.0, 0.0], [0.0, 0.0, 0.0], [0.0, 0.0, 0.0], [0.0, 0.0, 0.0], [0.0, 0.0, 0.0], [0.0, -0.1, 0.0], [0.0, 0.0, 0.0], [-0.1, 0.0, 0.0], [0.1, 0.1, 0.0], [0.0, 0.0, 0.0], [0.0, 0.0, 0.0], [0.0, 0.1, 0.1], [0.0, 0.0, 0.0], [0.0, 0.0, 0.0], [0.0, 0.0, 0.0], [0.1, 0.0, 0.0], [0.0, 0.0, 0.0], [0.0, 0.0, 0.0], [0.0, 0.0, 0.0], [0.0, 0.0, 0.0], [0.0, 0.0, 0.0], [0.0, 0.0, 0.0], [0.0, 0.0, 0.0], [0.0, 0.0, 0.0], [0.0, 0.0, 0.0], [0.0, 0.0, 0.0], [0.0, 0.0, 0.0], [0.0, 0.0, 0.0], [0.1, 0.0, 0.0], [-0.1, 0.1, -0.1], [0.1, 0.1, -0.1], [0.0, 0.0, 0.1], [0.1, 0.0, 0.0], [0.0, -0.1, 0.0], [0.0, 0.0, 0.0], [0.0, 0.0, 0.0], [0.0, 0.0, 0.0], [0.0, 0.0, 0.0], [0.0, 0.0, 0.0], [0.0, 0.0, 0.0], [0.0, 0.0, 0.0], [0.0, 0.0, 0.0], [0.0, 0.0, 0.0], [0.0, 0.0, 0.0], [0.0, 0.0, 0.0], [0.0, -0.1, 0.0], [0.0, -0.1, 0.2], [0.0, 0.0, 0.0], [0.0, 0.0, 0.0], [0.0, 0.0, 0.0], [0.0, 0.0, 0.0], [0.1, 0.1, -0.1]], "total_charge": -2, "gap_ev": [5.44, 6.48], "e_lumo_ev": [4.11, 4.11], "spin_multiplicity": 4, "e_homo_ev": [-1.33, -2.37], "s_squared": 3.7592}

=====

Entry 2:
{"formula": "CH5OS2", "method": "ωB97M-V/def2-TZVPD", "species": ["O", "H", "C", "S", "S", "H", "H", "H", "H"], "xyz": [[-1.158, -1.645, -0.710], [-1.592, -1.914, -1.458], [-0.459, 0.129, 1.077], [0.263, -0.407, -0.556], [1.839, 1.362, -0.687], [-1.142, -0.546, 1.472], [-0.932, 1.211, 0.880], [0.346, 0.535, 1.706], [2.834, 1.275, -1.723]], "atomic_forces_ev_per_a": [[0.9, 0.0, 4.3], [-1.1, -0.3, -3.3], [1.5, 5.2, -2.3], [-1.3, -1.1, -0.8], [2.0, 1.5, -0.4], [-0.8, -1.3, 0.6], [0.1, -2.4, 0.2], [0.1, -1.1, 0.3], [-1.5, -0.4, 1.4]], "total_charge": -1, "gap_ev": 6.51, "e_lumo_ev": 3.86, "spin_multiplicity": 1, "e_homo_ev": -2.65}

=====

Entry 3:
{"formula": "CHIN2", "method": "ωB97M-V/def2-TZVPD", "species": ["I", "C", "N", "N", "H"], "xyz": [[-2.007, 0.775, -0.141], [0.008, 0.257, 0.087], [0.510, -0.982, 0.541], [0.896, -1.126, -0.661], [0.593, 1.075, 0.174]], "atomic_forces_ev_per_a": [[0.5, -0.6, 0.0], [-0.5, -3.3, -2.6], [1.3, -2.2, -1.7], [-3.2, 3.8, 4.2], [2.0, 2.3, 0.2]], "smiles": "IC1N=N1", "total_charge": 0, "gap_ev": [8.76, 8.76], "e_lumo_ev": [-0.44, -0.44], "spin_multiplicity": 1, "e_homo_ev": [-9.20, -9.20]}

=====

Entry 4:
{"formula": "C6H11N5", "method": "ωB97M-V/def2-TZVPD", "species": ["C", "C", "C", "C", "C", "C", "N", "N", "N", "N", "N", "H", "H", "H", "H", "H", "H", "H", "H", "H", "H", "H"], "xyz": [[-0.598, -2.239, 0.859], [-1.418, -2.090, -0.280], [0.140, 1.108, 0.132], [0.989, 0.506, -0.668], [-0.103, -0.358, -0.138], [-1.718, -0.485, -2.093], [0.230, -1.271, 0.902], [2.060, 0.355, -1.415], [1.123, 2.421, 2.739], [1.437, 1.447, 2.090], [-1.086, -0.960, -0.895], [-0.708, -3.144, 1.455], [-2.301, -2.758, -0.554], [-0.620, 1.930, 0.185], [-2.551, -1.137, -2.342], [-1.979, 0.548, -2.074], [-1.038, -0.482, -2.840], [2.620, 1.011, -1.836], [2.337, -0.676, -1.539], [0.372, 2.433, 3.381], [1.601, 3.320, 2.530], [1.212, 0.522, 2.398]], "atomic_forces_ev_per_a": [[-0.2, -1.3, -0.3], [-2.1, 0.3, -1.6], [-2.0, 1.4, -0.7], [0.8, 0.6, -0.5], [2.2, -0.6, 1.6], [-1.7, 0.0, 0.9], [0.5, 1.1, 1.1], [-1.5, -5.2, 1.2], [0.4, 1.2, -0.4], [2.8, 0.2, -1.2], [-2.1, -2.2, 0.4], [0.6, 0.5, 0.4], [1.4, 1.1, 0.0], [1.1, -0.8, 0.1], [0.0, 0.2, 0.0], [-0.7, 0.7, 0.8], [2.3, -0.6, -2.7], [1.3, 2.2, -0.9], [-0.3, 2.4, -0.1], [-1.0, 0.0, 1.5], [-0.5, -0.5, -0.1], [-1.4, -0.8, 0.4]], "total_charge": 2, "gap_ev": 8.18, "e_lumo_ev": -9.03, "spin_multiplicity": 1, "e_homo_ev": -17.21}

=====

Entry 5:
{"formula": "C4H9NO", "method": "ωB97M-V/def2-TZVPD", "species": ["C", "C", "C", "C", "N", "O", "H", "H", "H", "H", "H", "H", "H", "H", "H"], "xyz": [[-1.599, 1.124, 0.641], [0.651, 1.322, -0.402], [-0.246, -0.892, 0.210], [-0.332, 0.552, 0.059], [-0.442, -1.626, -0.840], [2.397, -1.502, 0.398], [1.578, -1.626, 0.902], [-0.607, -1.261, -1.782], [-0.361, -2.632, -0.777], [-1.380, 1.920, 1.352], [-2.172, 0.349, 1.151], [-2.211, 1.542, -0.160], [1.543, 0.901, -0.839], [0.595, 2.396, -0.359], [2.588, -0.567, 0.446]], "atomic_forces_ev_per_a": [[-0.1, 0.0, 0.1], [0.1, -0.2, -0.3], [0.0, -0.3, 0.2], [-0.1, 0.0, 0.0], [-0.2, 0.1, -0.4], [0.4, -0.5, 0.0], [0.0, 0.2, 0.0], [0.1, 0.0, 0.2], [0.0, 0.1, 0.0], [0.0, 0.0, 0.0], [0.0, 0.1, 0.0], [0.0, 0.0, 0.0], [0.1, -0.1, 0.0], [-0.1, 0.2, 0.0], [0.0, 0.3, 0.2]], "total_charge": 0, "gap_ev": 9.03, "e_lumo_ev": 0.88, "spin_multiplicity": 1, "e_homo_ev": -8.15}

=====

Entry 6:
{"formula": "C23H20FN3S", "method": "ωB97M-V/def2-TZVPD", "species": ["N", "C", "C", "C", "C", "C", "C", "C", "N", "C", "C", "C", "C", "C", "C", "C", "C", "C", "C", "C", "C", "C", "N", "C", "S", "C", "F", "C", "H", "H", "H", "H", "H", "H", "H", "H", "H", "H", "H", "H", "H", "H", "H", "H", "H", "H", "H", "H"], "xyz": [[0.234, -3.441, -7.805], [-0.677, -2.366, -8.216], [-1.952, -2.422, -7.406], [-1.675, -2.199, -5.926], [-1.791, -0.875, -5.397], [-1.484, -0.668, -4.025], [-1.146, -1.762, -3.160], [-0.879, -1.473, -1.712], [-1.279, -0.328, -1.178], [-0.945, -0.290, 0.142], [-1.263, 0.800, 0.960], [-0.801, 0.795, 2.284], [0.004, -0.263, 2.719], [0.669, -0.209, 4.091], [0.096, 0.768, 5.114], [0.873, 1.691, 5.826], [0.289, 2.491, 6.855], [-1.046, 2.317, 7.193], [-1.828, 1.389, 6.489], [-1.256, 0.652, 5.475], [2.148, -0.601, 4.215], [1.060, -1.544, 4.716], [0.263, -1.321, 1.905], [-0.231, -1.334, 0.660], [-0.051, -2.533, -0.576], [-1.124, -3.090, -3.717], [-0.921, -4.175, -2.925], [-1.360, -3.286, -5.089], [1.114, -3.423, -8.319], [0.377, -3.452, -6.787], [-0.889, -2.467, -9.274], [-0.177, -1.409, -8.069], [-2.594, -1.631, -7.783], [-2.431, -3.368, -7.618], [-2.130, -0.057, -6.040], [-1.583, 0.325, -3.647], [-1.772, 1.668, 0.522], [-1.034, 1.636, 2.904], [1.903, 1.835, 5.659], [0.878, 3.146, 7.474], [-1.509, 2.906, 7.981], [-2.878, 1.284, 6.750], [-1.890, -0.035, 4.950], [2.651, -0.869, 3.288], [2.769, -0.130, 4.969], [0.979, -1.637, 5.822], [0.954, -2.472, 4.136], [-1.370, -4.290, -5.470]], "atomic_forces_ev_per_a": [[-0.2, -0.4, 0.1], [1.2, -0.3, 0.4], [0.2, 0.4, 0.2], [-0.6, 0.6, 0.3], [0.7, -1.6, 1.3], [-0.3, -1.8, -1.2], [0.1, -0.6, -0.4], [-0.7, 1.3, 0.3], [0.3, -1.8, -1.4], [-0.9, 2.0, -0.1], [0.6, 0.2, 0.8], [-0.4, 0.0, -1.6], [0.5, -0.8, -0.6], [-0.1, -0.4, 0.4], [0.3, 0.1, 0.2], [-1.8, 0.5, 0.9], [-0.3, -1.3, -0.5], [-0.1, -0.1, -0.3], [0.4, 0.7, 0.3], [0.1, 0.0, -0.1], [-0.9, -0.3, 0.0], [0.9, -0.2, 0.1], [0.1, 0.2, 0.7], [0.5, 0.1, 1.5], [0.2, -0.4, -0.4], [-0.3, 1.8, -0.4], [0.0, 0.7, -0.4], [-0.1, 0.9, 1.0], [-0.3, 0.1, 0.5], [0.2, 0.2, -0.9], [-0.1, -0.1, -0.2], [-0.2, 0.5, -0.1], [-0.3, 0.1, 0.1], [-0.2, -0.3, 0.2], [0.3, -0.3, 0.3], [0.1, 0.3, 0.5], [0.1, -0.5, 0.3], [0.1, 0.2, 0.4], [1.1, -0.1, -0.5], [0.3, 0.2, -0.2], [0.2, -0.1, 0.0], [0.2, -0.1, -0.1], [-0.1, -0.4, -0.3], [-0.2, 0.0, 0.2], [-0.2, 0.2, -0.2], [-0.1, 0.1, -1.0], [-0.3, 0.6, 0.3], [0.1, -0.3, -0.2]], "smiles": "NCCc1ccc(-c2nc3ccc(C4(c5ccccc5)CC4)nc3s2)c(F)c1", "total_charge": 0, "gap_ev": 8.20, "e_lumo_ev": -0.15, "spin_multiplicity": 1, "e_homo_ev": -8.35}

=====

Entry 7:
{"formula": "CH4ClNO", "method": "ωB97M-V/def2-TZVPD", "species": ["C", "N", "O", "Cl", "H", "H", "H", "H"], "xyz": [[0.243, 1.008, 0.135], [0.620, 0.211, -0.884], [0.821, 1.000, 1.290], [-0.121, 2.685, -0.402], [-1.740, 0.175, 0.826], [-0.179, 0.117, -1.433], [1.014, -0.716, -0.609], [1.649, 0.414, 1.274]], "atomic_forces_ev_per_a": [[-2.9, 1.1, 0.3], [2.1, -1.6, 0.6], [3.0, -1.3, 1.3], [-0.1, -0.5, 0.1], [1.2, 0.6, -0.6], [-1.1, -0.5, -1.7], [-0.7, 1.1, -0.2], [-1.5, 1.1, 0.1]], "total_charge": 0, "gap_ev": [7.25, 9.01], "e_lumo_ev": [-0.14, 0.08], "spin_multiplicity": 1, "e_homo_ev": [-7.40, -8.94]}

=====

Result set for ΔE to the lowest compared entry with this formula, charge and spin: 0.00 213.24 215.89 531.69 307.49 0.00 459.90 kJ/mol, one per record in the order listed.